Formula: C62H54Br2N10O20
Source: the Open Molecules 2025 dataset
Level of theory: wB97M-V/def2-TZVPD

As for the SMILES: O=[N+]([O-])c1ccccc1.O=[N+]([O-])c1ccccc1.O=[N+]([O-])c1ccccc1.O=[N+]([O-])c1ccccc1.O=[N+]([O-])c1ccccc1.O=[N+]([O-])c1ccccc1.O=[N+]([O-])c1ccccc1.O=[N+]([O-])c1ccccc1.O=[N+]([O-])c1ccccc1.O=[N+]([O-])c1ccccc1.BrCCBr. The HOMO-LUMO gap is 8.71 eV. The value obtained for the calculated total energy is -9594.45001 Eh.

Atoms and positions in Å:
O: 18.56231 13.85780 13.75618
N: 18.07664 13.26976 12.78203
O: 17.22201 13.68801 12.02100
C: 18.68372 11.93850 12.46792
C: 18.21911 11.23857 11.37148
C: 18.79571 9.97293 11.14205
C: 19.83755 9.52909 11.93328
C: 20.25867 10.25575 13.05278
C: 19.65317 11.45034 13.36615
H: 17.43468 11.66710 10.76337
H: 18.37069 9.40471 10.32768
H: 20.31591 8.63611 11.58368
H: 20.97412 9.88792 13.75896
H: 19.81878 11.98170 14.27660
O: 9.46866 25.13066 9.77820
N: 9.88534 24.18515 9.09623
O: 9.61793 23.94546 7.93458
C: 10.80638 23.25387 9.81086
C: 11.47251 22.32288 9.06416
C: 12.32726 21.39595 9.65110
C: 12.60998 21.63220 11.05494
C: 11.94242 22.63078 11.79407
C: 10.98857 23.42596 11.15762
H: 11.19898 22.19158 8.03746
H: 12.94517 20.74361 9.03278
H: 13.28372 20.95803 11.55850
H: 12.12518 22.82550 12.84578
H: 10.50542 24.19048 11.71454
O: 17.10655 16.73680 9.83138
N: 18.23622 16.47286 9.44872
O: 18.53728 15.58708 8.67562
C: 19.37567 17.30176 9.92834
C: 19.17057 18.26568 10.90893
C: 20.18523 19.12023 11.32497
C: 21.38270 19.02284 10.63102
C: 21.60474 18.01124 9.69404
C: 20.59507 17.14316 9.30685
H: 18.16716 18.30522 11.31197
H: 20.00759 19.90984 12.02431
H: 22.24198 19.59329 10.99180
H: 22.62824 17.92480 9.33880
H: 20.72713 16.22545 8.74704
O: 11.06084 14.78056 12.96741
N: 11.43337 15.73884 12.28972
O: 10.73862 16.36115 11.50634
C: 12.84683 16.10662 12.43394
C: 13.30610 17.17320 11.68761
C: 14.63924 17.56017 11.87954
C: 15.43947 16.85010 12.75272
C: 14.90356 15.79327 13.51821
C: 13.59160 15.40570 13.35645
H: 12.59547 17.62579 11.03065
H: 15.01358 18.42819 11.35908
H: 16.42246 17.27852 12.87832
H: 15.54271 15.43559 14.31742
H: 13.12878 14.69301 14.02006
O: 8.00079 13.82169 6.26256
N: 8.40220 12.90029 6.98294
O: 8.94270 11.88409 6.57580
C: 8.36595 13.07313 8.42721
C: 7.94134 14.34346 8.84741
C: 8.08872 14.59804 10.23494
C: 8.51987 13.61793 11.07153
C: 8.93941 12.36618 10.59340
C: 8.91383 12.09996 9.24232
H: 7.71306 15.02035 8.05115
H: 7.74192 15.55134 10.54149
H: 8.64399 13.82038 12.13352
H: 9.28075 11.55757 11.22737
H: 9.14896 11.12781 8.77817
O: 9.10586 15.55304 16.58811
N: 10.26200 15.88920 16.30204
O: 11.27626 15.26193 16.57263
C: 10.44184 17.15303 15.57478
C: 11.71860 17.57504 15.33256
C: 11.95983 18.82103 14.78323
C: 10.85225 19.54719 14.35547
C: 9.53439 19.08325 14.55383
C: 9.32344 17.91984 15.20358
H: 12.59426 17.00438 15.64752
H: 12.97870 19.12761 14.63266
H: 10.95413 20.51396 13.89402
H: 8.71768 19.65124 14.14998
H: 8.32063 17.58376 15.39680
O: 15.30770 12.57129 15.28111
N: 16.16592 12.88531 16.11408
O: 17.23557 12.35713 16.32788
C: 15.79135 14.07974 16.91187
C: 14.43407 14.40817 17.07070
C: 14.25745 15.65079 17.64880
C: 15.25124 16.47824 18.12313
C: 16.57145 16.14644 17.87647
C: 16.84598 14.89982 17.30641
H: 13.57599 13.84902 16.74711
H: 13.23283 15.93299 17.79115
H: 15.04498 17.39192 18.62184
H: 17.43293 16.72840 18.18380
H: 17.89746 14.65045 17.12749
O: 11.60457 8.92962 9.75774
N: 11.81132 9.86853 10.50802
O: 11.16256 10.08768 11.49842
C: 12.92969 10.75954 10.18900
C: 13.37976 11.56829 11.21879
C: 14.45091 12.39598 10.96567
C: 15.04570 12.42324 9.67433
C: 14.61565 11.52482 8.71077
C: 13.57492 10.65426 8.98185
H: 12.88873 11.57834 12.17290
H: 14.81303 13.04477 11.74430
H: 15.81975 13.17816 9.56276
H: 15.17010 11.45159 7.78889
H: 13.18729 9.91610 8.30809
O: 18.35781 18.83816 14.07262
N: 19.02822 19.06044 15.05738
O: 19.31290 20.16679 15.43543
C: 19.59211 17.93254 15.75375
C: 19.67234 16.70633 15.12420
C: 20.22076 15.63300 15.83927
C: 20.62732 15.78823 17.15327
C: 20.44505 16.98381 17.80530
C: 19.93821 18.08684 17.12490
H: 19.40100 16.68375 14.06542
H: 20.23713 14.70494 15.27738
H: 20.99277 14.91673 17.70548
H: 20.63471 17.10377 18.84576
H: 19.63652 18.97616 17.64928
O: 12.42260 19.47932 6.90498
N: 13.02379 18.74428 7.61966
O: 14.02949 19.07688 8.22697
C: 12.62015 17.39159 7.72895
C: 11.40786 17.10514 7.18036
C: 10.86053 15.85115 7.41382
C: 11.58723 14.93086 8.18644
C: 12.87247 15.23836 8.61272
C: 13.46876 16.49928 8.34978
H: 10.94644 17.89759 6.59535
H: 9.94342 15.60898 6.91575
H: 11.16373 13.96669 8.44850
H: 13.40649 14.57251 9.27695
H: 14.43730 16.76723 8.75699
Br: 17.87302 19.98294 7.61178
C: 16.76612 20.52332 9.15981
C: 17.39446 21.65891 9.86291
Br: 16.28474 22.16669 11.37447
H: 16.61218 19.61206 9.74023
H: 15.77716 20.72920 8.79193
H: 17.52978 22.50614 9.21432
H: 18.37819 21.42544 10.28953

Formula: C62H61AsN4O4PRbS3
Source: the Open Molecules 2025 dataset
Level of theory: wB97M-V/def2-TZVPD

Its net charge is -2. The HOMO-LUMO gap is 5.61 eV. The value obtained for the calculated total energy is -6715.12609 Eh.

Atoms and positions in Å:
Rb: -0.17994 0.87016 0.94167
C: -3.77243 0.10822 4.34017
C: -2.67628 0.90573 4.98486
C: -2.95744 1.95279 5.85428
C: -1.93634 2.68902 6.43336
C: -0.61724 2.36740 6.15508
C: -0.28898 1.32879 5.28923
C: 1.14302 1.00564 4.98478
C: -1.33917 0.61387 4.70284
N: -1.07046 -0.39327 3.73864
C: -0.76873 -1.56034 4.11419
C: -0.65770 -2.01273 5.55273
C: -0.49375 -2.62882 3.08975
C: -1.06528 -3.98934 3.41773
N: 0.22347 -2.36011 2.08297
C: 0.59300 -3.38372 1.17981
C: 1.90234 -3.86681 1.27649
C: 2.83200 -3.30052 2.31276
C: 2.30370 -4.87607 0.40983
C: 1.42971 -5.39337 -0.53410
C: 0.14741 -4.87476 -0.63767
C: -0.29305 -3.85789 0.20449
C: -1.66883 -3.27563 0.05948
H: -4.74762 0.53869 4.56964
H: -3.76973 -0.92891 4.68917
H: -3.65503 0.07064 3.25625
H: -3.99365 2.19798 6.06023
H: -2.16732 3.51670 7.09341
H: 0.18661 2.94222 6.60034
H: 1.80065 1.53823 5.67271
H: 1.43330 1.29742 3.96585
H: 1.34318 -0.06508 5.08418
H: -0.65739 -1.15651 6.22287
H: 0.26275 -2.58275 5.69560
H: -1.49369 -2.66359 5.81841
H: -2.12274 -3.89357 3.67244
H: -0.55431 -4.41989 4.28146
H: -0.95861 -4.67064 2.57760
H: 2.84578 -2.21125 2.26354
H: 3.84648 -3.66893 2.16205
H: 2.51300 -3.57195 3.32346
H: 3.31833 -5.25271 0.47692
H: 1.75488 -6.17683 -1.20671
H: -0.53032 -5.25133 -1.39515
H: -2.23532 -3.81303 -0.70089
H: -1.63073 -2.22206 -0.22842
H: -2.23972 -3.28502 0.98765
O: 3.81866 3.08718 0.93055
S: 2.39046 2.83817 1.16898
O: 1.68587 4.03657 1.67806
O: 2.21179 1.72439 2.16757
O: 1.74035 2.38280 -0.10735
S: -3.98008 6.22957 4.54414
C: -3.17293 4.95998 3.59764
C: -3.92987 3.96124 3.00253
C: -3.25862 2.93266 2.35303
N: -1.93285 2.87717 2.26615
C: -1.20720 3.87039 2.79266
C: -1.79180 4.92566 3.48311
C: -3.86232 7.63207 3.49580
C: -3.23920 7.66491 2.25763
C: -3.22692 8.86244 1.55575
N: -3.77693 9.99596 1.98166
C: -4.37544 9.94639 3.17386
C: -4.44433 8.81495 3.95952
H: -5.01004 3.97001 3.06034
H: -3.79777 2.11241 1.88500
H: -0.12506 3.82883 2.63861
H: -1.17313 5.69421 3.92679
H: -2.76209 6.78735 1.84126
H: -2.73870 8.90126 0.58817
H: -4.81898 10.87283 3.52447
H: -4.94406 8.84723 4.91972
C: 2.36657 -1.36295 -3.16582
C: 2.53490 -2.72966 -2.51390
As: 2.13565 -4.27245 -3.67293
C: 0.22403 -3.98036 -3.96795
C: -0.42266 -4.81588 -4.87726
C: -1.78503 -4.69352 -5.11035
C: -2.52331 -3.73659 -4.42614
C: -1.89479 -2.90616 -3.51050
C: -0.52945 -3.02887 -3.28415
C: 2.79789 -3.51230 -5.35776
C: 4.14623 -3.70251 -5.65072
C: 4.71870 -3.13438 -6.78069
C: 3.94038 -2.37680 -7.64386
C: 2.59224 -2.19340 -7.36982
C: 2.02531 -2.75597 -6.23449
P: 2.11468 -0.03400 -1.88321
C: 3.73583 -0.17339 -1.03358
C: 3.78260 -0.10308 0.35154
C: 4.99605 -0.21320 1.02134
C: 6.16701 -0.41338 0.31320
C: 6.13301 -0.47600 -1.07701
C: 4.92686 -0.34481 -1.74275
C: 2.41423 1.42458 -2.95902
C: 3.15984 2.51405 -2.50585
C: 3.33711 3.61989 -3.32391
C: 2.77073 3.66456 -4.59125
C: 2.00983 2.59531 -5.03964
C: 1.83000 1.48584 -4.22398
H: 1.47988 -1.35187 -3.80231
H: 3.21322 -1.13457 -3.81584
H: 1.88957 -2.84601 -1.63712
H: 3.55430 -2.85965 -2.14712
H: 0.14760 -5.57016 -5.41148
H: -2.27172 -5.34991 -5.82266
H: -3.58683 -3.63100 -4.59781
H: -2.46974 -2.16512 -2.96789
H: -0.06797 -2.37460 -2.55513
H: 4.76008 -4.29407 -4.97896
H: 5.77270 -3.28032 -6.98466
H: 4.38346 -1.92581 -8.52316
H: 1.98019 -1.59518 -8.03379
H: 0.97421 -2.59384 -6.02639
H: 2.89168 0.13001 0.92155
H: 5.01549 -0.09437 2.09727
H: 7.11389 -0.48878 0.83566
H: 7.05103 -0.60370 -1.63929
H: 4.91313 -0.35463 -2.82759
H: 3.55627 2.52063 -1.49729
H: 3.90314 4.46410 -2.94992
H: 2.90563 4.53835 -5.21870
H: 1.54726 2.62412 -6.01966
H: 1.21944 0.66483 -4.58245
S: -3.67914 -0.39507 0.63041
C: -4.00012 -0.49485 -1.08045
C: -4.91939 -1.42330 -1.60691
C: -5.19680 -1.49172 -2.96301
C: -4.55755 -0.64726 -3.86506
C: -3.63400 0.26834 -3.37126
C: -3.35546 0.33682 -2.01577
H: -5.41688 -2.09157 -0.91394
H: -5.92003 -2.21821 -3.32059
H: -4.77283 -0.69902 -4.92560
H: -3.11385 0.93349 -4.05209
H: -2.63085 1.05662 -1.65211

| no. | F_max (eV/Å) | LUMO energy (eV) |
| --- | --- | --- |
| 1 | 3.078 | -1.02 |
| 2 | 0.561 | 3.37 |